(1)
Formula: C17H48F8INO21S
Source: the Open Molecules 2025 dataset
Level of theory: ωB97M-V with the def2-TZVPD basis set

The geometry in XYZ format:
```
97
C17H48F8INO21S (ωB97M-V with the def2-TZVPD basis set)
O -3.01 4.26 3.40
C -2.89 2.93 3.59
N -2.91 2.13 4.91
C -1.89 0.98 4.76
O -1.10 0.68 5.79
C -2.01 0.39 3.24
C -2.63 1.72 2.52
C -2.90 1.58 0.91
C -2.54 0.15 0.13
C -2.90 0.15 -1.50
C -1.89 1.18 -2.29
C -2.71 2.20 -3.27
I -2.62 1.36 -5.30
C -1.89 -1.18 0.92
C -1.52 -2.55 0.10
C -0.55 -2.28 -1.24
C -1.17 -3.17 -2.51
F -0.19 -3.30 -3.64
C -1.64 -1.06 2.56
S -0.98 -2.43 3.65
O -1.64 -2.21 5.07
O -1.47 -3.87 3.22
C 0.88 -2.37 3.96
F 1.10 -1.42 5.10
F 1.23 -3.73 4.52
C 1.78 -2.04 2.63
F 1.46 -0.70 2.00
F 1.60 -3.04 1.56
C 3.41 -1.96 2.97
F 3.68 -0.76 3.85
F 4.21 -1.68 1.71
F 3.96 -3.22 3.53
H -3.88 1.85 5.18
H -3.33 2.50 0.31
H -2.92 -0.94 -1.93
H -4.01 0.56 -1.61
H -1.24 1.74 -1.48
H -1.14 0.50 -2.93
H -3.79 2.47 -2.89
H -2.09 3.22 -3.29
H -2.54 -3.05 -0.27
H -0.96 -3.37 0.72
H 0.55 -2.72 -1.08
H -0.42 -1.15 -1.49
H -2.13 -2.68 -2.98
H -1.48 -4.27 -2.18
O 6.72 -0.06 2.44
H 6.02 -0.69 2.21
H 6.31 0.52 3.10
O -0.07 3.60 -1.26
H 0.79 3.22 -1.03
H 0.15 4.43 -1.69
O -1.44 1.75 -8.14
H -1.70 2.44 -8.76
H -0.66 1.35 -8.54
O -5.76 0.96 0.59
H -6.57 0.44 0.70
H -5.65 1.42 1.44
O 3.27 -5.30 5.90
H 2.37 -5.66 5.82
H 3.37 -4.75 5.11
O -3.60 5.30 6.63
H -3.35 5.04 5.73
H -3.56 4.47 7.14
O -2.13 -3.93 7.25
H -3.02 -4.29 7.17
H -2.02 -3.37 6.46
O -6.39 4.71 3.11
H -5.53 4.33 3.34
H -6.17 5.55 2.68
O 3.68 -4.46 0.09
H 2.87 -4.98 0.19
H 3.79 -4.01 0.94
O 5.90 -6.81 5.57
H 5.48 -7.49 6.11
H 5.15 -6.26 5.27
O 7.97 -1.92 0.61
H 7.27 -2.55 0.38
H 7.56 -1.35 1.27
O -2.55 5.00 0.25
H -1.71 4.64 -0.08
H -2.45 4.99 1.21
O 1.10 1.18 -10.17
H 1.14 1.62 -11.03
H 1.66 0.40 -10.28
O -1.90 -2.66 -5.77
H -2.11 -3.26 -6.49
H -1.54 -3.24 -5.08
O 3.62 2.41 -8.68
H 2.76 2.17 -9.04
H 4.22 2.39 -9.45
O 4.04 4.93 -7.04
H 3.82 4.32 -7.76
H 4.40 4.34 -6.35
O 4.23 5.74 -4.12
H 4.25 5.94 -5.07
H 5.09 6.05 -3.80
```

(2)
Formula: C28H54ClPRuSi
Source: the Open Molecules 2025 dataset
Level of theory: ωB97M-V with the def2-TZVPD basis set

Multiplicity   5
⟨S²⟩   6.02

The geometry in XYZ format:
```
86
C28H54ClPRuSi (ωB97M-V with the def2-TZVPD basis set)
Ru 1.30 0.01 1.81
P 0.12 0.52 -0.56
Cl 1.65 2.32 1.72
C -3.06 -0.97 1.10
H -2.94 -0.15 0.26
H -2.89 -0.49 2.17
C 1.95 0.73 -1.03
C -0.70 2.22 -0.82
C 2.42 0.76 -2.52
H 2.18 1.74 -0.62
C 3.91 1.07 -2.53
H 2.27 -0.22 -2.98
H 1.86 1.50 -3.12
C 4.79 0.19 -1.63
H 4.29 1.00 -3.54
H 4.04 2.11 -2.26
C 4.23 0.06 -0.25
H 4.82 -0.80 -2.06
H 5.80 0.61 -1.53
C 2.74 -0.31 -0.28
H 4.70 -0.72 0.34
H 4.26 0.97 0.36
H 2.56 -1.30 -0.74
H 2.69 -0.37 0.90
C -0.54 -0.56 -1.97
C -2.22 2.12 -1.12
H -0.59 2.70 0.17
C -2.87 3.51 -1.13
H -2.40 1.66 -2.10
H -2.72 1.53 -0.35
C -2.20 4.49 -2.11
H -3.93 3.43 -1.38
H -2.85 3.94 -0.12
C -0.69 4.52 -1.93
H -2.44 4.20 -3.13
H -2.62 5.51 -1.96
C -0.02 3.12 -1.85
H -0.24 5.10 -2.73
H -0.45 5.05 -1.01
H -0.07 2.69 -2.85
H 1.05 3.26 -1.61
C 0.26 -1.88 -2.15
H -1.55 -0.83 -1.60
C -0.53 -2.83 -3.03
H 1.23 -1.67 -2.64
H 0.44 -2.37 -1.18
C -0.90 -2.24 -4.41
H 0.04 -3.74 -3.19
H -1.46 -3.14 -2.54
C -1.48 -0.83 -4.28
H 0.01 -2.18 -5.01
H -1.60 -2.90 -4.95
C -0.69 0.10 -3.35
H -1.57 -0.38 -5.28
H -2.51 -0.91 -3.92
H 0.29 0.27 -3.82
H -1.19 1.08 -3.30
C 0.33 -1.67 1.46
C -2.75 -2.28 1.02
H -0.01 -2.04 0.48
C -2.89 -3.07 2.30
H -2.09 -2.57 0.19
C -1.89 -3.03 3.51
H -3.85 -2.85 2.76
H -2.80 -4.09 1.86
C -0.57 -3.73 3.22
H -1.69 -2.04 3.86
H -2.43 -3.66 4.28
C 0.43 -2.92 2.30
H 0.03 -3.88 4.16
H -0.75 -4.74 2.80
H 1.28 -2.57 2.90
H 0.79 -3.66 1.56
C 1.03 -1.07 4.84
Si 0.34 0.40 3.85
C -1.50 0.60 4.36
C 1.12 1.89 4.67
H 0.40 -1.93 4.83
H 1.15 -0.70 5.84
H 2.00 -1.35 4.48
H -1.50 0.86 5.42
H -1.93 1.45 3.83
H -2.12 -0.27 4.25
H 0.99 1.79 5.77
H 2.20 1.96 4.49
H 0.67 2.84 4.37
```

(3)
Formula: C29H80N4O11
Source: the Open Molecules 2025 dataset
Level of theory: ωB97M-V with the def2-TZVPD basis set

SMILES   NC(N)=O.NC(N)=O.CC(C)O.CC(C)O.CC(C)O.CC(C)O.CC(C)O.CC(C)O.CC(C)O.CC(C)O.CC(C)O

The geometry in XYZ format:
```
124
C29H80N4O11 (ωB97M-V with the def2-TZVPD basis set)
N 2.23 4.05 1.71
C 3.17 4.66 0.92
N 4.27 5.07 1.61
O 2.97 4.91 -0.26
H 1.37 3.83 1.25
H 2.20 4.31 2.68
H 4.41 4.89 2.58
H 4.99 5.61 1.16
N -6.86 1.89 2.81
C -5.78 1.65 2.02
N -5.17 2.78 1.52
O -5.22 0.55 1.94
H -7.22 2.81 2.94
H -7.30 1.13 3.29
H -4.18 2.66 1.39
H -5.59 3.66 1.71
C -0.43 -0.62 0.04
C -0.44 0.27 1.26
C 0.78 1.13 1.45
O -1.54 1.20 1.06
H -0.20 -0.10 -0.89
H -1.43 -1.06 0.02
H 0.31 -1.41 0.15
H -0.73 -0.35 2.11
H 0.75 1.73 2.35
H 0.79 1.86 0.64
H 1.71 0.56 1.36
H -1.73 1.67 1.88
C 2.82 -1.65 -0.77
C 4.03 -2.38 -1.39
C 3.73 -3.70 -2.04
O 4.45 -1.46 -2.45
H 2.32 -2.32 -0.07
H 2.19 -1.38 -1.61
H 3.16 -0.71 -0.35
H 4.86 -2.36 -0.68
H 3.48 -4.42 -1.25
H 4.60 -4.16 -2.51
H 2.90 -3.69 -2.75
H 4.41 -1.94 -3.28
C 4.60 1.36 1.41
C 5.89 1.95 0.81
C 6.80 2.69 1.79
O 6.60 0.88 0.20
H 4.80 0.66 2.22
H 3.99 0.85 0.67
H 4.01 2.13 1.90
H 5.62 2.67 0.03
H 7.48 2.04 2.35
H 6.19 3.26 2.50
H 7.46 3.38 1.26
H 6.94 0.31 0.90
C 2.80 1.62 -1.83
C 1.60 1.26 -2.71
C 0.49 2.30 -2.69
O 2.08 1.10 -4.04
H 3.25 2.58 -2.04
H 3.59 0.89 -2.01
H 2.47 1.49 -0.79
H 1.27 0.28 -2.34
H 0.33 2.75 -1.70
H -0.43 1.80 -2.97
H 0.67 3.16 -3.34
H 2.24 1.96 -4.44
C -0.24 -4.20 -0.74
C 0.44 -4.67 0.52
C -0.48 -5.71 1.21
O 1.66 -5.39 0.28
H -1.22 -3.80 -0.46
H -0.34 -4.96 -1.54
H 0.24 -3.47 -1.40
H 0.69 -3.86 1.21
H -0.76 -6.51 0.52
H -1.42 -5.28 1.56
H -0.01 -6.18 2.07
H 1.51 -6.00 -0.45
C -1.02 4.45 2.58
C -2.07 3.98 3.57
C -3.16 5.07 3.71
O -2.59 2.73 3.18
H -0.69 5.46 2.84
H -1.23 4.30 1.53
H -0.14 3.82 2.77
H -1.58 3.79 4.53
H -3.65 5.18 2.74
H -2.81 6.08 3.91
H -3.95 4.75 4.39
H -3.06 2.38 3.95
C -3.14 0.00 -2.68
C -3.11 -1.30 -3.46
C -4.08 -2.29 -2.83
O -3.52 -1.04 -4.80
H -2.22 0.54 -2.96
H -2.95 -0.06 -1.60
H -3.96 0.68 -2.89
H -2.09 -1.67 -3.55
H -4.26 -3.15 -3.49
H -5.07 -1.84 -2.70
H -3.75 -2.62 -1.84
H -4.48 -1.04 -4.83
C -0.10 -2.96 -3.62
C -0.16 -1.97 -4.79
C -1.07 -2.38 -5.95
O -0.58 -0.67 -4.33
H -1.06 -3.49 -3.56
H 0.16 -2.46 -2.70
H 0.58 -3.79 -3.82
H 0.87 -1.81 -5.14
H -1.01 -1.55 -6.65
H -2.06 -2.60 -5.54
H -0.77 -3.29 -6.47
H -0.03 -0.55 -3.55
C -3.31 -2.43 2.61
C -3.38 -1.78 3.99
C -2.17 -2.10 4.86
O -3.48 -0.37 3.84
H -2.43 -2.01 2.10
H -4.14 -2.09 1.99
H -3.21 -3.51 2.62
H -4.31 -2.15 4.45
H -2.04 -3.18 4.75
H -2.17 -1.82 5.91
H -1.33 -1.58 4.39
H -4.10 -0.16 3.12
```

(4)
Formula: C11H68NO22
Source: the Open Molecules 2025 dataset
Level of theory: ωB97M-V with the def2-TZVPD basis set

Charge   +1

The geometry in XYZ format:
```
102
C11H68NO22 (ωB97M-V with the def2-TZVPD basis set)
C 1.43 0.39 -4.74
C 0.77 -0.14 -3.39
C 0.68 0.86 -2.21
C 0.01 0.29 -0.94
N -0.12 1.13 0.27
C -1.23 2.08 0.13
C -0.78 3.43 0.13
C 0.83 3.32 -0.03
C 1.18 2.00 0.56
C -0.30 0.16 1.35
C 0.99 -0.35 2.10
C 0.73 -1.76 2.85
H 1.07 1.47 -4.77
H 1.04 -0.01 -5.72
H 2.48 0.32 -4.95
H 1.46 -0.97 -2.94
H -0.11 -0.60 -3.42
H -0.02 1.61 -2.59
H 1.65 1.41 -1.92
H 0.54 -0.68 -0.71
H -0.88 -0.14 -1.06
H -1.89 1.84 1.09
H -1.66 1.89 -0.76
H -1.22 3.99 0.87
H -1.08 4.00 -0.74
H 1.44 3.99 0.64
H 1.15 3.33 -1.11
H 1.48 2.00 1.60
H 2.13 1.71 0.10
H -1.00 -0.64 1.07
H -1.04 0.58 2.04
H 1.27 0.32 3.02
H 1.89 -0.37 1.50
H 1.09 -1.82 3.82
H 1.04 -2.69 2.35
H -0.29 -2.02 3.01
O -3.57 0.27 -2.94
H -4.29 0.71 -2.49
H -3.47 -0.44 -2.36
O -0.35 4.28 -3.93
H -1.14 3.76 -3.84
H -0.51 5.02 -3.49
O -2.69 -2.31 -1.93
H -2.05 -2.21 -2.63
H -3.39 -2.76 -2.46
O 3.18 -1.79 5.64
H 2.44 -1.04 5.75
H 3.78 -1.38 5.04
O -0.71 -3.32 -3.45
H 0.09 -3.31 -4.09
H -0.71 -4.24 -3.00
O -3.90 0.05 0.43
H -4.40 0.90 0.42
H -4.61 -0.71 0.13
O 0.81 -5.10 4.22
H 0.00 -5.56 4.51
H 0.95 -4.56 4.85
O 1.58 -3.06 -5.41
H 1.66 -2.17 -5.81
H 0.82 -3.25 -6.07
O 1.64 4.96 3.23
H 1.24 4.35 3.88
H 2.08 5.62 3.85
O -3.70 0.40 3.39
H -3.78 0.45 2.43
H -4.11 1.11 3.64
O -4.03 5.06 0.02
H -4.14 4.96 -0.94
H -3.35 5.82 0.11
O 1.79 -3.84 6.54
H 2.28 -3.06 6.22
H 2.47 -4.49 6.54
O 1.42 -3.53 -0.72
H 1.36 -3.86 0.22
H 1.85 -3.94 -1.48
O -1.45 -2.94 0.35
H -0.85 -3.67 0.14
H -1.69 -2.59 -0.45
O 3.81 -4.14 2.94
H 3.83 -4.90 2.42
H 3.58 -3.33 2.48
O -3.83 -2.99 1.68
H -2.90 -2.81 1.58
H -4.43 -2.46 1.07
O -2.35 2.50 -4.09
H -2.74 1.66 -3.65
H -2.40 2.28 -5.02
O -0.01 6.77 1.99
H -0.75 6.81 2.73
H 0.54 6.03 2.23
O 1.53 -5.17 1.28
H 1.34 -5.20 2.18
H 2.16 -5.74 0.87
O 1.20 -0.09 6.18
H 0.28 0.28 5.90
H 1.54 0.48 6.94
O 4.99 0.15 -3.77
H 5.39 0.71 -3.05
H 5.51 -0.54 -3.61
O -0.13 3.68 -6.93
H 0.75 3.93 -6.95
H -0.23 3.60 -6.06
```

E for every record listed, in sequence, given in eV: -103551.499, -62177.511, -59853.326, -59033.845.